Formula: C37H41N2P2STc
Source: OMol25
Level of theory: ωB97M-V/def2-TZVPD

The HOMO energy (spin up / spin down) comes out at -14.38 / -14.37 eV. As for the spin multiplicity: 4. As for the charge: +3. As for the LUMO energy (spin up / spin down): -10.9 / -11.0 eV. As for the expectation value of S²: 3.84. For the frontier orbital gap (spin up / spin down), the calculation gives 3.44 / 3.34 eV. Its calculated total energy is -73599.209 eV.

The geometry in XYZ format:
```
84
Properties=species:S:1:pos:R:3:forces:R:3
Tc 0.4546 -0.1168 0.5588 -0.56 1.11 -0.13
C 5.2983 -5.4270 -4.4996 -0.08 0.13 0.16
S 3.5214 -5.6852 -4.6646 -0.07 -0.09 0.03
C 2.9531 -5.1989 -3.0092 -0.01 0.02 -0.40
C 2.3188 -3.8096 -3.0214 -0.07 0.04 0.30
C 1.9053 -3.4201 -1.5981 0.18 -0.34 -0.52
N 1.3053 -2.0716 -1.5280 -0.33 1.06 1.06
P -0.3228 -1.6960 -1.1076 0.39 -0.60 -1.75
C -1.1772 -3.2872 -1.1965 -0.09 0.42 0.65
C -1.5373 -4.0531 -0.0899 0.10 0.07 0.07
C -2.0495 -5.3258 -0.2848 -0.04 -0.05 0.14
C -2.1987 -5.8299 -1.5691 0.01 0.07 -0.06
C -1.8617 -5.0521 -2.6724 -0.01 -0.03 0.02
C -1.3614 -3.7746 -2.4952 0.00 0.16 -0.03
C -1.0072 -0.7015 -2.4464 -0.04 0.04 0.26
C -0.2943 -0.4086 -3.6045 0.13 -0.11 0.15
C -0.9179 0.2906 -4.6264 0.01 0.07 -0.07
C -2.2399 0.6931 -4.4896 0.01 0.00 0.02
C -2.9436 0.4155 -3.3218 -0.03 0.01 0.03
C -2.3262 -0.2724 -2.2926 0.02 -0.05 0.03
P 2.2345 -0.6979 -1.0561 0.50 -1.58 -0.45
C 3.6512 -0.6237 -2.1706 -0.24 0.54 0.25
C 3.5446 0.0431 -3.3931 -0.11 0.08 -0.01
C 4.6114 0.0249 -4.2741 0.04 0.01 -0.09
C 5.7887 -0.6292 -3.9319 -0.06 -0.05 0.06
C 5.9005 -1.2749 -2.7056 0.03 -0.02 -0.03
C 4.8378 -1.2743 -1.8198 -0.06 -0.03 0.14
C 2.8930 -1.0624 0.6154 -0.23 0.43 -0.11
C 2.3430 -2.0443 1.4584 -0.12 -0.05 -0.13
C 2.7786 -2.1422 2.7776 -0.08 0.06 0.14
C 3.7143 -1.2444 3.2741 0.02 -0.06 -0.02
C 4.2374 -0.2464 2.4533 -0.03 0.00 0.00
C 3.8235 -0.1453 1.1356 0.05 0.03 0.07
H 5.7524 -5.7454 -5.4346 0.00 0.01 -0.02
H 5.6964 -6.0330 -3.6878 0.03 -0.03 -0.04
H 5.5227 -4.3739 -4.3302 0.08 -0.01 -0.04
H 3.8009 -5.2427 -2.3235 -0.03 -0.05 0.04
H 2.2172 -5.9452 -2.7053 0.04 0.01 0.14
H 1.4353 -3.8183 -3.6620 0.03 0.05 -0.08
H 3.0217 -3.0763 -3.4206 0.00 0.00 -0.04
H 2.7872 -3.4520 -0.9526 -0.07 0.05 0.09
H 1.1786 -4.1445 -1.2279 0.03 0.02 0.11
H -1.4327 -3.6615 0.9154 0.05 -0.03 0.02
H -2.3390 -5.9253 0.5677 0.00 0.01 0.00
H -2.5960 -6.8253 -1.7156 0.00 0.00 0.01
H -2.0029 -5.4342 -3.6744 0.00 -0.01 0.00
H -1.1272 -3.1583 -3.3531 0.01 -0.04 -0.06
H 0.7297 -0.7479 -3.7103 -0.04 -0.04 -0.11
H -0.3766 0.5123 -5.5366 0.00 -0.03 -0.01
H -2.7289 1.2206 -5.2976 0.01 0.01 0.00
H -3.9750 0.7260 -3.2233 0.01 0.01 0.01
H -2.8702 -0.4876 -1.3779 -0.07 -0.02 -0.05
H 2.6435 0.5848 -3.6546 0.00 -0.01 0.00
H 4.5374 0.5324 -5.2264 -0.03 0.02 0.02
H 6.6254 -0.6313 -4.6175 -0.01 0.02 -0.01
H 6.8232 -1.7692 -2.4322 -0.01 -0.02 -0.01
H 4.9377 -1.7769 -0.8670 0.02 -0.02 0.02
H 1.6534 -2.7891 1.0687 0.05 -0.03 -0.03
H 2.3987 -2.9313 3.4141 0.00 -0.01 -0.02
H 4.0500 -1.3308 4.2993 0.01 0.00 -0.01
H 4.9700 0.4472 2.8448 0.01 0.00 -0.02
H 4.2455 0.6187 0.4916 0.00 0.02 0.04
C 0.4397 0.9679 3.1272 0.27 0.16 0.26
N -0.6441 0.3022 2.3566 -0.02 -0.13 0.27
C -1.1335 -0.8760 3.1122 -0.05 -0.32 0.08
C -1.7654 1.2548 2.1340 -0.28 0.15 -0.42
C -1.4619 2.0974 0.9309 0.05 -0.27 0.16
C -2.0868 3.3051 0.6854 0.01 0.04 -0.05
C -1.7814 4.0167 -0.4709 0.05 -0.03 0.05
C -0.8366 3.5322 -1.3752 -0.08 0.01 0.00
C -0.2217 2.3183 -1.1480 0.25 -0.13 -0.19
C -0.5342 1.5807 0.0035 0.44 -0.61 0.30
H 0.1258 1.1378 4.1608 -0.08 -0.02 -0.03
H 0.6908 1.9355 2.6903 -0.05 -0.04 -0.09
H 1.3318 0.3319 3.1706 -0.05 -0.03 -0.06
H -1.5874 -0.5617 4.0552 0.05 0.10 -0.02
H -0.3097 -1.5524 3.3419 0.04 0.05 -0.05
H -1.8921 -1.4009 2.5330 0.04 0.02 -0.05
H -1.9470 1.8498 3.0318 0.08 -0.06 0.06
H -2.6706 0.6763 1.9363 0.03 -0.07 0.09
H -2.8123 3.6976 1.3873 0.02 0.01 0.01
H -2.2720 4.9619 -0.6621 0.00 0.00 0.01
H -0.5937 4.1044 -2.2602 0.01 -0.01 -0.01
H 0.4971 1.9391 -1.8640 -0.05 0.03 -0.03
```
Forces are in eV/Å.

Formula: C37H41N3OP
Source: OMol25
Level of theory: ωB97M-V/def2-TZVPD

The HOMO energy comes out at -8.96 eV. As for the charge: +1. As for the LUMO energy: -4.7 eV. For the frontier orbital gap, the calculation gives 4.28 eV. Its calculated total energy is -54834.454 eV.

The geometry in XYZ format:
```
83
Properties=species:S:1:pos:R:3:forces:R:3
C -7.0049 -0.8605 -3.1877 -0.26 0.07 -0.03
C -5.5684 -1.0010 -2.7661 0.61 -0.01 0.04
C -4.6337 -1.6726 -3.5660 0.03 0.08 0.30
C -3.2910 -1.8065 -3.1862 -0.12 0.36 0.16
C -2.3313 -2.5475 -4.0659 0.17 -0.34 -0.38
C -2.8574 -1.2214 -1.9840 -0.37 -0.31 -0.14
N -1.4988 -1.4069 -1.5259 -0.12 1.05 -0.42
P -0.1394 -0.3152 -1.6962 -0.20 -1.33 0.40
H -0.0630 0.1136 -0.2769 -0.04 -0.14 -0.16
N 0.9417 -1.6801 -1.5589 0.33 1.00 -0.49
C 2.2736 -1.8160 -2.1010 0.33 -0.36 -0.17
C 3.3803 -1.3948 -1.3452 -0.11 -0.24 -0.29
C 3.1173 -0.7447 -0.0226 0.20 0.21 0.37
C 4.6772 -1.6476 -1.8112 -0.36 0.01 -0.07
C 4.8981 -2.3246 -3.0175 -0.59 0.13 0.13
C 6.3041 -2.5814 -3.4791 0.27 -0.04 -0.10
C 3.7800 -2.7420 -3.7542 0.13 0.13 0.26
C 2.4727 -2.5066 -3.3088 0.10 0.25 0.32
C 1.2979 -2.9906 -4.1045 -0.09 -0.25 -0.53
C 0.2683 -2.8119 -1.1103 -1.33 -0.45 0.12
C -1.0816 -2.6623 -1.0944 1.18 -0.72 0.15
C -3.7882 -0.5846 -1.1487 0.09 -0.19 -0.35
C -3.3069 -0.1046 0.1811 -0.08 0.19 0.42
C -5.1238 -0.4581 -1.5518 0.22 -0.14 -0.21
H -7.5594 -0.2958 -2.4341 -0.01 -0.07 -0.11
H -7.1095 -0.3309 -4.1422 0.14 -0.07 0.16
H -7.5048 -1.8284 -3.3128 0.19 0.10 0.07
H -4.9537 -2.1152 -4.5126 0.06 0.10 0.26
H -1.4802 -2.9563 -3.5161 -0.18 0.16 -0.04
H -2.8347 -3.3949 -4.5461 0.06 0.21 -0.01
H -1.9307 -1.9025 -4.8615 -0.12 -0.10 0.17
H 4.0565 -0.4486 0.4536 -0.10 0.00 -0.02
H 2.4975 0.1535 -0.1316 0.08 -0.13 0.04
H 2.5891 -1.4262 0.6604 0.07 0.16 -0.19
H 5.5419 -1.3234 -1.2227 -0.33 -0.08 -0.12
H 6.3308 -3.0953 -4.4420 -0.05 0.04 0.09
H 6.8660 -1.6462 -3.5851 -0.14 -0.10 0.00
H 6.8578 -3.1951 -2.7591 -0.15 0.05 -0.07
H 3.9207 -3.2716 -4.6998 0.00 0.14 0.27
H 1.6609 -3.4573 -5.0262 -0.13 0.09 0.09
H 0.7048 -3.7513 -3.5779 0.17 0.27 -0.01
H 0.6193 -2.1750 -4.3931 0.19 -0.16 0.19
H 0.8212 -3.7279 -0.9308 -0.11 0.21 0.10
H -1.8168 -3.4389 -0.9054 0.17 0.23 0.11
H -4.1231 0.3539 0.7442 0.11 -0.04 -0.03
H -2.8908 -0.9239 0.7856 -0.07 0.16 -0.21
H -2.5140 0.6436 0.0653 -0.08 -0.18 0.06
H -5.8414 0.0652 -0.9112 0.28 -0.21 -0.12
C 6.2993 1.5341 3.8143 0.01 0.21 -0.19
O 5.7310 2.4915 2.8889 -0.73 -0.63 0.12
C 4.4249 2.3273 2.5616 -0.21 0.32 0.51
C 3.5925 1.3665 3.1813 0.42 0.25 -0.29
C 2.2651 1.2637 2.7985 -0.38 0.30 -0.06
C 1.7022 2.1246 1.8183 1.03 -0.59 0.02
C 0.2877 2.1195 1.4954 -0.39 1.00 1.16
C -0.6654 2.2301 2.5025 0.20 0.22 -0.51
C -2.1025 2.5215 2.4016 -0.48 -0.29 0.37
C -2.9414 2.8460 1.3453 -0.34 0.01 0.10
C -4.3116 3.0363 1.5966 0.48 -0.02 0.10
C -4.8321 2.9251 2.8953 0.52 -0.09 0.29
C -3.9869 2.6875 3.9979 0.08 0.06 -0.34
C -2.6360 2.4950 3.7120 -0.01 0.29 -0.56
N -1.5492 2.3344 4.5945 1.93 -0.24 -0.90
C -1.6029 2.3239 6.0422 0.08 0.03 0.67
C -0.3905 2.2203 3.9020 -1.52 -0.27 0.69
C 2.5668 3.0798 1.2060 -0.62 -0.49 -0.06
C 3.8755 3.2293 1.6164 0.20 -0.47 0.14
H 7.3464 1.8277 3.8735 -0.13 -0.17 0.10
H 5.8322 1.5863 4.8103 0.12 0.19 -0.34
H 6.2090 0.5023 3.4397 0.05 0.39 -0.04
H 3.9986 0.7215 3.9658 -0.28 0.14 -0.48
H 1.6583 0.4825 3.2715 0.14 0.31 -0.34
H -0.0418 2.2607 0.4657 0.16 0.05 0.16
H -2.5163 2.9370 0.3492 -0.31 0.02 0.05
H -4.9837 3.2816 0.7725 0.23 -0.12 0.24
H -5.9039 3.0374 3.0460 0.27 0.06 0.05
H -4.3450 2.6768 5.0337 -0.04 -0.02 -0.58
H -2.6486 2.3687 6.3572 0.33 -0.06 0.03
H -1.1250 1.4136 6.4321 -0.34 0.21 -0.17
H -1.0562 3.1831 6.4580 -0.30 -0.17 -0.22
H 0.5653 2.0915 4.4103 -0.44 0.18 -0.11
H 2.1491 3.7087 0.4122 0.27 -0.07 0.38
H 4.5050 4.0207 1.2146 -0.08 -0.27 0.00
```
Forces are in eV/Å.